Computed, not measured: a gas-phase ion, C8H19N2O (charge +1) in a non-equilibrium geometry, with ωB97M-V with the def2-TZVPD basis set.

Atoms and positions in Å:
1 O 0.04 -2.48 1.07
2 N -1.60 -1.44 -0.20
3 N 0.04 -0.14 0.91
4 C 1.05 2.14 1.00
5 C -1.72 -1.81 -1.63
6 C -2.20 -0.13 0.09
7 C -1.32 0.39 1.28
8 C 1.04 1.02 -1.14
9 C 2.47 0.10 0.72
10 C -0.11 -1.41 0.29
11 C 1.13 0.71 0.33
12 H 0.43 3.00 0.83
13 H -1.35 -2.78 -1.75
14 H -1.26 1.40 1.59
15 H -2.68 -1.86 -1.96
16 H -2.03 -2.29 0.21
17 H 0.63 -1.46 -0.57
18 H -0.08 -2.48 2.09
19 H -1.24 -1.14 -2.38
20 H 3.30 0.79 0.29
21 H 2.50 -0.86 0.23
22 H -2.11 0.50 -0.78
23 H 2.91 -0.08 1.69
24 H 1.85 1.73 -1.50
25 H 1.24 0.21 -1.89
26 H -3.19 -0.37 0.33
27 H 1.03 2.02 2.05
28 H 0.03 1.26 -1.37
29 H 2.12 2.46 0.56
30 H -1.74 -0.19 2.18

## Properties
- ΔE to the lowest compared entry with this formula, charge and spin (eV) = 2.191
- spin multiplicity = 1
- molar mass (g/mol) = 159.3
- SMILES = C[N@@H+]1CCN(C(C)(C)C)[C@H]1O
- gap between HOMO and LUMO (eV) = 10.2530
- HOMO (Eh) = -0.481
- E (eV) = -13623.2051
- net charge = +1

Computed, not measured: a molecular structure, C26H37InN8PS2SbSe4 in a non-equilibrium geometry, with ωB97M-V with the def2-TZVPD basis set.

Atoms and positions in Å:
1 Sb 1.15 -5.25 -1.38
2 In 2.28 -0.23 -1.06
3 Se 4.69 -3.35 -1.76
4 Se -0.39 -5.49 -3.26
5 Se -0.18 -5.08 0.67
6 Se 2.49 -2.64 -1.92
7 S 7.72 0.20 -0.72
8 S 3.17 2.07 0.01
9 P -1.03 0.37 -0.67
10 N 1.79 4.19 -1.29
11 N -2.17 -0.84 -0.72
12 N -1.22 1.28 -2.07
13 N 0.37 -0.14 -0.38
14 N -1.69 1.44 0.50
15 N 5.23 -0.27 -0.93
16 N 3.26 -1.06 0.99
17 N 4.72 -1.08 2.65
18 C 1.31 -1.93 2.32
19 C 6.87 -0.22 0.70
20 C -1.05 2.80 0.42
21 C -1.66 -2.22 -0.97
22 C 2.62 -1.49 2.15
23 C -2.39 1.67 2.86
24 C -3.71 -3.27 0.03
25 C 1.84 -2.27 4.67
26 C 0.94 -2.31 3.59
27 C -3.53 -0.75 -0.18
28 C 3.52 -1.49 3.21
29 C 6.26 0.06 -1.62
30 C -0.19 1.23 -3.12
31 C -2.83 -3.16 -1.22
32 C -2.57 1.59 -2.54
33 C -2.40 3.16 2.50
34 C 2.33 3.30 -0.78
35 C -1.30 3.35 -3.86
36 C 4.50 -0.85 1.32
37 C 5.57 -0.44 0.40
38 C -0.62 2.06 -4.33
39 C 3.15 -1.87 4.50
40 C -3.82 -1.91 0.76
41 C -2.62 3.01 -3.14
42 C -1.10 3.51 1.78
43 C -1.55 0.87 1.86
44 H -1.97 1.52 3.86
45 H -0.07 -2.69 3.75
46 H -2.80 3.74 -2.35
47 H -4.71 -3.63 -0.24
48 H -3.26 -4.01 0.70
49 H -1.08 -2.60 -0.12
50 H -3.41 1.28 2.88
51 H -3.09 -1.88 1.58
52 H -2.91 0.85 -3.27
53 H -4.27 -0.78 -1.00
54 H -1.59 3.39 -0.31
55 H -3.25 1.53 -1.69
56 H -0.61 3.86 -3.19
57 H 5.60 -1.01 3.12
58 H -1.49 4.01 -4.71
59 H 6.24 0.23 -2.69
60 H -3.42 -2.79 -2.07
61 H 1.51 -2.58 5.65
62 H -0.02 2.73 0.08
63 H 0.04 0.21 -3.42
64 H -3.24 3.38 1.83
65 H -0.50 0.85 2.16
66 H 7.37 -0.28 1.66
67 H 0.26 2.27 -4.93
68 H 3.86 -1.86 5.32
69 H 0.72 1.68 -2.72
70 H -1.87 -0.17 1.84
71 H -0.99 -2.22 -1.82
72 H -3.46 3.06 -3.83
73 H -2.43 -4.13 -1.49
74 H -1.02 4.58 1.61
75 H -4.81 -1.78 1.21
76 H 0.63 -1.98 1.47
77 H -0.25 3.21 2.40
78 H -1.32 1.48 -4.96
79 H -2.53 3.77 3.40
80 H -3.65 0.21 0.32

## Properties
- spin multiplicity = 1
- molar mass (g/mol) = 1109.2
- gap between HOMO and LUMO (eV) = 4.4931
- HOMO (Eh) = -0.041
- E (eV) = -343545.1556
- net charge = -2

Computed, not measured: a molecular structure, C3Ag7O9 in a non-equilibrium geometry, with ωB97M-V with the def2-TZVPD basis set.

Atoms and positions in Å:
1 Ag 0.28 -3.10 2.97
2 Ag 0.47 0.02 -2.27
3 Ag 3.68 -1.12 -0.74
4 Ag 2.53 0.93 1.82
5 Ag -2.06 -0.59 2.19
6 Ag -2.51 0.31 -0.91
7 Ag 1.04 0.30 4.43
8 O 2.25 -0.87 -4.42
9 O -2.88 1.75 0.93
10 O 2.10 -1.46 -2.25
11 O 2.47 -2.66 -3.88
12 O -0.49 0.28 0.30
13 O 0.32 -0.40 2.23
14 O 1.50 -0.43 0.34
15 O -3.42 3.58 1.46
16 O -4.52 2.56 -0.29
17 C 2.44 -1.58 -3.47
18 C -3.63 2.74 0.66
19 C 0.44 -0.26 0.92

## Properties
- ΔE to the lowest compared entry with this formula, charge and spin (eV) = 6.494
- spin multiplicity = 1
- molar mass (g/mol) = 935.1
- gap between HOMO and LUMO (eV) = 1.7464
- HOMO (Eh) = -0.337
- E (eV) = -49511.5229
- net charge = +1

Computed, not measured: a molecular structure, C14H30F2N8O3SSr in a non-equilibrium geometry, with ωB97M-V with the def2-TZVPD basis set.

Atoms and positions in Å:
1 Sr 0.09 -0.09 -0.12
2 S -0.64 -1.25 -3.53
3 F -2.19 -2.09 1.20
4 F -0.81 -3.51 0.26
5 O -0.40 3.01 -0.44
6 O 2.22 0.41 -0.33
7 O -2.46 2.42 -0.08
8 N 0.95 2.68 3.93
9 N 0.27 -3.49 -2.49
10 N 4.07 1.20 -1.29
11 N 2.15 0.61 4.26
12 N -1.99 -3.19 -2.35
13 N 0.47 0.77 2.53
14 N 2.11 2.43 -1.34
15 N -0.19 0.76 4.86
16 C 2.22 2.07 4.29
17 C -0.81 -2.31 1.02
18 C 0.58 2.23 2.60
19 C 2.76 1.32 -0.97
20 C -1.18 2.05 -0.36
21 C 1.11 0.19 5.19
22 C 4.85 2.15 -2.05
23 C 1.75 0.20 2.92
24 C -0.80 -2.69 -2.71
25 C -3.19 -2.39 -2.29
26 C 1.61 -3.03 -2.77
27 C -0.07 2.21 4.87
28 C -0.54 0.34 3.51
29 C -3.43 1.40 0.00
30 H -3.31 0.80 0.90
31 H -1.03 2.65 4.59
32 H 4.83 3.13 -1.58
33 H -3.25 -1.82 -1.36
34 H 1.15 2.62 -1.01
35 H 2.50 2.39 5.30
36 H 2.57 3.14 -1.88
37 H -0.61 -0.75 3.49
38 H 2.99 2.41 3.58
39 H -1.51 0.77 3.24
40 H 4.48 2.24 -3.08
41 H 0.20 2.55 5.88
42 H 1.65 -2.64 -3.79
43 H -4.06 -3.04 -2.36
44 H 0.19 -4.15 -1.73
45 H 1.39 0.51 6.20
46 H 1.68 -0.89 2.89
47 H -1.98 -3.98 -1.72
48 H -0.37 2.69 2.32
49 H -0.48 -2.67 2.01
50 H 2.30 -3.87 -2.68
51 H -3.37 0.74 -0.88
52 H -3.20 -1.70 -3.14
53 H -4.40 1.90 0.01
54 H 4.48 0.32 -1.05
55 H 5.88 1.81 -2.08
56 H 1.04 -0.90 5.17
57 H 1.35 2.56 1.89
58 H 2.52 0.52 2.21
59 H 1.92 -2.23 -2.07

## Properties
- ΔE to the lowest compared entry with this formula, charge and spin (eV) = 0.442
- spin multiplicity = 1
- molar mass (g/mol) = 516.1
- gap between HOMO and LUMO (eV) = 7.5311
- HOMO (Eh) = -0.272
- E (eV) = -50174.5236